This record from the Open Molecules 2025 dataset describes a structure of composition C30H42AsB2F4N7O4RbSSe2. The level of theory is ωB97M-V/def2-TZVPD.

**Energy relative to the best compared isomer or geometry (same formula, charge and spin)**: 229.7 kJ/mol
**Charge**: +1
**Frontier orbital gap (alpha / beta)**: 0.2269 / 0.2480 Eh
**HOMO level (alpha / beta)**: -0.36482 / -0.37660 hartree

The geometry in XYZ format:
```
94
C30H42AsB2F4N7O4RbSSe2 | the Open Molecules 2025 dataset | ωB97M-V/def2-TZVPD
Rb -0.4140 0.8968 -0.9896
C 4.2490 0.8705 1.2513
C 2.8355 1.0984 0.8107
N 1.9419 0.1859 0.7576
O 2.3995 -1.0603 1.1390
B 1.3689 -1.9953 1.5838
F 1.1838 -1.9601 2.9576
F 1.8243 -3.2903 1.1885
O 0.0296 -1.8475 0.9054
N -0.9791 -1.1245 1.4706
C -2.1917 0.7622 2.6820
C -3.0723 -0.1008 3.5287
C -2.4115 2.0734 2.2872
N -1.5067 2.4977 1.3868
O -1.5545 3.7757 1.1073
B -0.6422 4.1733 -0.0567
F -1.0164 3.3618 -1.1634
F -0.8693 5.4968 -0.2876
O 0.8011 4.0012 0.2095
N 1.1698 2.7435 0.5650
C 2.4078 2.4828 0.4045
C 3.4158 3.4478 -0.1430
C -3.5247 2.9376 2.7760
H 4.3044 -0.0008 1.8968
H 4.6307 1.7478 1.7739
H 4.8965 0.6924 0.3885
H -2.8140 -1.1521 3.4057
H -4.1179 0.0234 3.2466
H -2.9831 0.1575 4.5896
H 2.9173 4.1445 -0.8134
H 4.2146 2.9269 -0.6712
H 3.8675 4.0417 0.6567
H -4.0747 2.4635 3.5863
H -4.2094 3.1602 1.9541
H -3.1240 3.8925 3.1168
Se -4.1330 1.8546 -1.3806
Se -4.4227 1.2190 -3.5769
C -2.7657 1.8070 -4.3744
C -2.8339 2.2084 -5.7064
C -1.6826 2.6812 -6.3078
C -0.5176 2.7731 -5.5591
C -0.5614 2.3560 -4.2429
N -1.6545 1.8560 -3.6585
C -4.1657 0.0881 -0.5939
C -5.1497 -0.2027 0.3419
C -5.1805 -1.4783 0.8876
C -4.2440 -2.4083 0.4744
C -3.3013 -2.0146 -0.4612
N -3.2493 -0.7900 -0.9887
H -3.7755 2.1760 -6.2391
H -1.7023 3.0107 -7.3385
H 0.3923 3.1810 -5.9791
H 0.3188 2.4354 -3.6108
H -5.8868 0.5439 0.6054
H -5.9425 -1.7470 1.6095
H -4.2375 -3.4162 0.8690
H -2.5435 -2.7138 -0.7991
C -0.5414 -1.6852 6.0330
As 0.1189 -0.1680 5.0143
C 1.9916 -0.2258 5.5196
C -0.4780 1.3193 6.1254
S -0.6000 0.2309 2.1726
H -0.1222 -1.6506 7.0383
H -0.2272 -2.6021 5.5369
H -1.6281 -1.6610 6.0899
H 2.0777 -0.1017 6.5983
H 2.5367 0.5707 5.0154
H 2.4049 -1.1844 5.2148
H -0.2751 1.1105 7.1765
H -1.5451 1.4958 5.9917
H 0.0630 2.2162 5.8261
C 0.5801 -3.5184 -1.9067
N 2.0016 -3.7696 -1.5291
C 2.5324 -4.9816 -2.2095
C 2.8989 -2.5611 -1.7091
C 2.8347 -1.9539 -3.0754
C 3.7417 -2.2957 -4.0821
C 3.6800 -1.6913 -5.3321
C 2.7104 -0.7324 -5.6001
C 1.7944 -0.3636 -4.6142
C 1.9138 -0.9865 -3.4033
H 0.0105 -4.4201 -1.6946
H 0.5302 -3.2842 -2.9659
H 0.2015 -2.6963 -1.3038
H 2.0079 -3.9067 -0.5076
H 2.5305 -4.8113 -3.2834
H 1.8952 -5.8283 -1.9687
H 3.5448 -5.1713 -1.8620
H 3.9040 -2.9041 -1.4723
H 2.6035 -1.8496 -0.9431
H 4.5163 -3.0263 -3.8689
H 4.3960 -1.9639 -6.0964
H 2.6565 -0.2632 -6.5749
H 1.0265 0.3712 -4.8221
```



This record from the Open Molecules 2025 dataset describes a structure of composition C30H42AsCl2F3NOSi. The level of theory is ωB97M-V/def2-TZVPD.

**Charge**: -1
**Frontier orbital gap**: 0.2148 Eh
**HOMO level**: -0.12458 hartree

The geometry in XYZ format:
```
81
C30H42AsCl2F3NOSi | the Open Molecules 2025 dataset | ωB97M-V/def2-TZVPD
C 3.5622 -2.5987 0.2146
C 2.7354 -1.2458 0.7174
N 1.7379 -0.9352 -0.3883
C 0.6338 -0.0301 0.1141
C -0.8824 -0.6734 -0.1780
As -1.9354 -0.9062 1.5284
C -3.7548 -0.6113 0.7547
Cl -4.9765 0.2062 1.9621
C -4.3264 -0.9006 -0.5467
C -3.4660 -1.5405 -1.7214
Cl -6.1373 -0.5020 -0.9264
Si -2.0365 -3.2560 1.3531
C -1.8338 -3.8486 3.2203
C -3.7553 -3.9160 0.8153
C -0.5276 -4.0201 0.4369
C 2.4351 -0.1566 -1.4859
C 2.2807 -0.7132 -3.0279
O 3.1817 0.9418 -1.3009
H 4.2894 -2.9118 1.0804
H 4.1111 -2.3359 -0.7981
H 2.7574 -3.4254 -0.0022
H 3.4753 -0.3660 0.9485
H 2.2149 -1.5317 1.7519
H 0.8223 0.2024 1.2450
H 0.7061 1.0201 -0.4491
H -1.4421 0.1777 -0.8008
H -0.8177 -1.6012 -0.8779
H -2.6115 -1.0959 2.9323
H -0.5673 -1.1436 2.2475
H -1.8311 0.6558 1.7303
H -2.7320 -2.4107 -1.5279
H -2.8313 -0.6753 -2.2464
H -4.2109 -1.9162 -2.5526
H -2.0619 -2.9489 3.9439
H -2.4871 -4.7996 3.4546
H -0.6749 -4.0910 3.3719
H -3.9007 -4.9774 1.3230
H -4.6122 -3.2271 1.2375
H -3.9267 -3.9972 -0.3430
H -0.6128 -5.2034 0.5567
H -0.6735 -3.8157 -0.7228
H 0.5043 -3.6209 0.8289
H 2.6557 0.1159 -3.7993
H 1.1317 -0.9455 -3.1835
H 2.9334 -1.6992 -3.0976
F -2.2303 -0.0880 4.9149
C -1.4399 0.9811 5.0793
C -1.7774 2.1823 4.4655
C -0.9575 3.2971 4.6406
C 0.1977 3.1951 5.4195
C 0.5306 1.9836 6.0273
C -0.2953 0.8722 5.8612
H -2.6742 2.2405 3.8573
H -1.2167 4.2429 4.1713
H 0.8393 4.0636 5.5521
H 1.4325 1.9055 6.6297
H -0.0564 -0.0748 6.3337
F -1.7004 -1.0190 -4.4842
C -2.3638 -0.1225 -5.2264
C -3.4213 -0.5437 -6.0250
C -4.1156 0.3902 -6.7940
C -3.7370 1.7347 -6.7641
C -2.6709 2.1468 -5.9632
C -1.9841 1.2145 -5.1859
H -3.6958 -1.5934 -6.0419
H -4.9488 0.0723 -7.4158
H -4.2759 2.4620 -7.3675
H -2.3754 3.1931 -5.9447
H -1.1588 1.5189 -4.5508
F 7.3472 5.6189 1.6600
C 6.6603 4.7751 0.8786
C 7.2207 4.3401 -0.3174
C 6.5080 3.4575 -1.1289
C 5.2368 3.0277 -0.7400
C 4.6808 3.4739 0.4599
C 5.3984 4.3477 1.2763
H 8.2058 4.6912 -0.6071
H 6.9405 3.1054 -2.0621
H 4.6794 2.3428 -1.3753
H 3.6895 3.1413 0.7585
H 4.9850 4.6974 2.2165
```



This record from the Open Molecules 2025 dataset describes a cluster of 3 separate species, C30H42ClFO12S2 in total. The level of theory is ωB97M-V/def2-TZVPD.

**Frontier orbital gap**: 0.2924 Eh
**HOMO level**: -0.33545 hartree
**SMILES**: O=C1c2ccc(CCCCS(=O)(=O)Cl)cc2C(=O)c2c1cccc2S(=O)(=O)F.COCCOCCOC.COCCOCCOC

The geometry in XYZ format:
```
88
C30H42ClFO12S2 | the Open Molecules 2025 dataset | ωB97M-V/def2-TZVPD
O 4.3549 0.9143 1.8185
C 3.3451 1.5463 1.6242
C 2.0084 0.9033 1.1145
C 1.4983 -0.3577 1.6558
C 0.2013 -0.8152 1.1062
C -0.5447 -0.0521 0.0845
C -1.9347 -0.5889 -0.4065
C -2.9882 0.5992 -0.2186
C -4.4711 0.0751 -0.1086
C -5.5186 1.2351 0.1845
S -5.6893 2.3729 -1.2674
O -4.5443 3.2767 -1.1963
O -6.9744 3.0508 -1.3113
Cl -5.4684 1.3102 -3.0440
C 0.0148 1.2060 -0.4443
C 1.2867 1.6832 0.0776
C 1.9298 3.0355 -0.3935
O 1.9815 3.3682 -1.5481
C 2.5408 3.8859 0.7840
C 3.2635 3.1068 1.8135
C 3.8475 3.7787 2.9846
C 3.6667 5.2409 3.0732
C 2.9512 6.0120 2.0434
C 2.3684 5.3325 0.8633
S 1.4786 6.3450 -0.3493
O 0.8572 7.4985 0.2869
O 2.4733 6.8336 -1.2976
F 0.3145 5.5215 -1.1266
H 2.0597 -0.9029 2.4446
H -0.2272 -1.7623 1.5295
H -1.9245 -0.9695 -1.4564
H -2.2459 -1.3724 0.3471
H -2.8961 1.2822 -1.1097
H -2.7845 1.2118 0.6989
H -4.8045 -0.4526 -1.0485
H -4.5235 -0.6732 0.7345
H -5.1265 1.8452 1.0391
H -6.5286 0.8299 0.4828
H -0.5034 1.8107 -1.2335
H 4.3772 3.2155 3.7826
H 4.0568 5.8127 3.9540
H 2.7956 7.1184 2.1295
C -10.5672 -2.6477 0.4151
O -9.7627 -2.7280 -0.7438
C -8.9513 -1.5744 -0.9083
C -7.9027 -1.8124 -1.9817
O -6.7603 -2.5174 -1.4974
C -6.9419 -3.9167 -1.2882
C -6.9718 -4.7118 -2.5830
O -8.2695 -4.6697 -3.1581
C -8.2770 -5.1555 -4.4853
H -11.2250 -1.7735 0.3707
H -11.1795 -3.5477 0.4656
H -9.9408 -2.6026 1.3128
H -8.4596 -1.3243 0.0406
H -9.6012 -0.7436 -1.2111
H -7.5229 -0.8388 -2.3030
H -8.3241 -2.3001 -2.8623
H -7.8196 -4.1125 -0.6698
H -6.0659 -4.2367 -0.7178
H -6.7315 -5.7617 -2.3706
H -6.2361 -4.3042 -3.2863
H -7.6587 -4.5189 -5.1271
H -9.3025 -5.1250 -4.8523
H -7.9177 -6.1891 -4.5218
C 5.9677 -1.5867 0.8437
O 7.2690 -1.0866 0.6031
C 7.3007 0.3346 0.5796
C 8.7358 0.8324 0.6107
O 9.2863 0.8657 1.9261
C 9.6564 -0.3978 2.4714
C 10.9396 -0.9512 1.8730
O 10.6690 -1.6078 0.6426
C 11.8507 -1.8921 -0.0770
H 5.2723 -1.2461 0.0695
H 6.0153 -2.6760 0.8216
H 5.6147 -1.2743 1.8302
H 6.7522 0.7353 1.4378
H 6.8182 0.6691 -0.3483
H 8.7381 1.8722 0.2731
H 9.3764 0.2701 -0.0714
H 8.8343 -1.1127 2.4039
H 9.8356 -0.2093 3.5332
H 11.3723 -1.6902 2.5603
H 11.6563 -0.1371 1.7141
H 12.3605 -0.9630 -0.3542
H 11.5742 -2.4207 -0.9890
H 12.5202 -2.5275 0.5123
```